[1]
{"formula": "C3H15NO3", "method": "ωB97M-V/def2-TZVPD", "total_energy_ha": -403.71992, "de_lowest_kj_mol": 176.76, "smiles": "CN(C)C.O.O.O", "orbital_gap_ev": 10.05, "homo_energy_ev": -9.53, "symbols": ["C", "N", "C", "C", "H", "H", "H", "H", "H", "H", "H", "H", "H", "H", "H", "O", "H", "H", "O", "H", "H", "O"], "coordinates": [[-0.2923, -1.7042, -1.4281], [-0.2160, -0.3774, -0.7762], [-1.3009, -0.3973, 0.2098], [-0.5716, 0.6590, -1.7864], [-0.1934, -2.4525, -0.6454], [-1.1926, -1.8172, -2.0341], [0.6446, -1.8568, -1.9847], [-2.2370, 0.1587, 0.0452], [-1.1454, 0.0797, 1.1984], [-1.6480, -1.3808, 0.5404], [-0.5563, 1.6095, -1.2489], [0.2395, 0.7057, -2.5113], [-1.5380, 0.4094, -2.2299], [3.1741, 0.4903, -1.8548], [3.2314, -0.1519, -0.5526], [3.2894, 0.7577, -0.9324], [2.1434, 1.2484, 1.0879], [0.9394, 0.6062, 0.5152], [1.3352, 0.8142, 1.3771], [-2.0707, 0.4777, 4.3751], [-0.6140, 0.9443, 4.1037], [-1.4204, 1.1774, 4.5319]], "forces_ev_per_a": [[1.87, 0.31, 0.44], [-1.90, -0.30, -0.39], [-1.40, 0.65, 2.58], [1.11, -0.33, 1.05], [-0.51, -0.16, -0.01], [0.02, -0.21, -0.05], [-0.52, 0.17, -0.51], [0.12, -0.16, -1.39], [1.27, -0.04, -0.43], [0.38, -0.21, -0.58], [-0.42, 0.07, -0.28], [-0.20, -0.07, -0.30], [-0.01, 0.36, -0.20], [0.05, 0.68, -0.17], [0.09, 1.08, 0.28], [-0.14, -1.76, -0.11], [0.16, 0.15, 0.24], [-0.17, -0.44, 0.07], [0.16, 0.21, -0.18], [0.50, 0.19, -0.06], [0.82, -0.46, -0.63], [-1.29, 0.27, 0.63]], "nbo_charge": [-0.42, -0.46, -0.47, -0.42, 0.21, 0.18, 0.19, 0.19, 0.22, 0.20, 0.21, 0.20, 0.18, 0.47, 0.47, -0.94, 0.47, 0.49, -0.97, 0.47, 0.48, -0.95]}

---

[2]
{"formula": "C4H7BrN2P", "method": "ωB97M-V/def2-TZVPD", "total_energy_ha": -3181.13828, "total_charge": 1, "de_lowest_kj_mol": 293.77, "orbital_gap_ev": 9.66, "homo_energy_ev": -13.64, "symbols": ["C", "C", "C", "C", "N", "N", "P", "Br", "H", "H", "H", "H", "H", "H", "H"], "coordinates": [[3.3472, -0.9252, -1.7924], [3.5481, -0.2554, -0.5808], [1.4489, -0.3779, -0.9800], [-1.2634, 0.4107, -0.6265], [2.2953, -0.0160, -0.0967], [1.9620, -1.0386, -1.9503], [-2.0642, -0.5602, 0.4583], [5.1528, 0.0660, 0.3971], [4.1052, -1.2784, -2.4469], [0.1719, -0.2409, -0.9125], [-0.9132, 1.4271, -0.4736], [-1.0867, -0.0738, -1.5577], [2.1127, 0.7081, 0.5990], [1.5895, -1.0926, -2.8920], [-2.1647, 0.2471, 1.7208]], "forces_ev_per_a": [[0.96, 0.93, 2.28], [1.73, -1.75, -1.70], [-8.27, 0.09, 0.24], [-1.12, 0.51, 1.64], [1.53, 2.07, 1.78], [3.36, 0.14, -2.15], [-0.34, 0.24, 1.06], [-1.20, -0.11, -0.72], [0.11, -0.39, -0.49], [4.32, -0.32, 0.39], [-0.10, -0.06, -0.23], [-0.61, 0.14, -1.15], [-0.14, -0.65, 0.11], [-0.49, -0.50, 0.38], [0.26, -0.34, -1.44]], "nbo_charge": [-0.08, 0.03, 0.27, -0.94, -0.50, -0.47, 0.59, 0.20, 0.26, 0.28, 0.25, 0.22, 0.46, 0.46, -0.03]}

---

[3]
{"formula": "C17H15AsBrN4RhS4", "method": "ωB97M-V/def2-TZVPD", "total_energy_ha": -7388.93647, "de_lowest_kj_mol": 130.03, "orbital_gap_ev": 5.79, "homo_energy_ev": -7.44, "symbols": ["Rh", "C", "C", "C", "C", "C", "C", "N", "N", "C", "C", "C", "C", "C", "N", "H", "H", "H", "H", "H", "H", "H", "H", "H", "C", "C", "C", "C", "C", "Br", "N", "C", "H", "H", "H", "H", "H", "H", "S", "As", "S", "S", "S"], "coordinates": [[0.0294, -0.4807, 0.7210], [2.1358, 4.8735, 2.2283], [2.6341, 3.7156, 1.6551], [1.7748, 2.6659, 1.3585], [0.4259, 2.7913, 1.6378], [-0.0870, 3.9521, 2.2073], [0.7769, 4.9893, 2.5029], [-0.4231, 1.6773, 1.3057], [-1.6368, 1.9527, 1.4064], [-2.5285, 0.8852, 1.1074], [-3.8788, 1.1500, 1.2632], [-4.7740, 0.1232, 1.0098], [-4.2830, -1.1131, 0.6186], [-2.9142, -1.2892, 0.4868], [-2.0520, -0.2994, 0.7136], [2.8033, 5.6912, 2.4649], [3.6882, 3.6160, 1.4366], [2.1637, 1.7700, 0.9040], [-1.1407, 4.0331, 2.4248], [0.3905, 5.8931, 2.9536], [-4.1911, 2.1309, 1.5858], [-5.8366, 0.2859, 1.1237], [-4.9427, -1.9452, 0.4206], [-2.4826, -2.2377, 0.1982], [0.5802, -2.7433, -4.5879], [0.3783, -2.5057, -3.1181], [0.2792, -3.5558, -2.2058], [0.1421, -3.3315, -0.8418], [0.0852, -2.0075, -0.4641], [-0.1624, -1.1674, 3.0732], [0.1511, -1.0178, -1.3173], [0.3126, -1.2083, -2.6198], [0.7470, -3.8002, -4.7899], [1.4492, -2.1938, -4.9515], [-0.2858, -2.4223, -5.1682], [0.3572, -4.5720, -2.5729], [0.1126, -4.1369, -0.1230], [0.4104, -0.3368, -3.2551], [3.8047, -3.0456, -2.2704], [4.6017, -2.5353, -0.4722], [2.9423, -2.4404, 1.2387], [2.3425, -0.5747, 0.8408], [6.1004, -1.2358, -0.1292]], "forces_ev_per_a": [[0.14, 0.12, -0.18], [0.04, 0.00, -0.01], [-0.08, -0.04, -0.02], [0.14, 0.19, -0.03], [-0.13, -0.40, -0.18], [0.09, 0.19, 0.15], [-0.05, -0.03, -0.01], [-0.36, 0.26, 0.29], [0.12, -0.55, -0.28], [0.26, 0.35, 0.14], [0.01, -0.26, -0.07], [0.07, 0.02, -0.01], [0.05, -0.02, -0.01], [-0.05, 0.12, -0.01], [-0.13, 0.09, 0.08], [0.02, 0.01, 0.01], [0.02, 0.02, 0.01], [-0.03, -0.02, 0.01], [0.01, -0.03, 0.00], [0.00, 0.02, 0.01], [0.01, 0.04, 0.00], [-0.02, -0.02, 0.00], [-0.02, 0.00, 0.01], [-0.03, 0.00, 0.00], [0.04, -0.03, -0.01], [-0.06, 0.02, 0.03], [0.05, 0.03, -0.10], [-0.06, 0.09, 0.08], [0.10, -0.13, 0.06], [-0.03, 0.00, -0.08], [-0.07, -0.06, -0.16], [0.02, -0.02, 0.04], [0.00, 0.00, 0.00], [0.00, 0.00, -0.02], [-0.01, 0.01, -0.01], [-0.02, -0.02, -0.01], [0.01, 0.00, 0.01], [-0.03, 0.00, -0.02], [0.21, -0.34, -0.15], [-1.77, 0.69, 0.46], [1.09, -0.88, -0.23], [-0.05, 0.69, 0.05], [0.51, -0.09, 0.14]], "nbo_charge": [0.54, -0.18, -0.21, -0.19, 0.15, -0.22, -0.21, -0.15, -0.16, 0.31, -0.21, -0.15, -0.23, 0.08, -0.42, 0.22, 0.23, 0.24, 0.24, 0.22, 0.24, 0.23, 0.23, 0.23, -0.63, -0.07, -0.13, -0.29, 0.20, -0.46, -0.46, 0.07, 0.22, 0.23, 0.22, 0.22, 0.24, 0.20, -0.49, 0.88, -0.12, -0.22, -0.43]}